No. 1
The following is a quantum chemistry calculation of a molecular structure, C24H56N6O8Pt, from the OMol25 dataset.

Geometry as ORCA input:
```
! RIJCOSX wB97M-V def2-TZVPD def2/J DEFGRID3
* xyz 0 3
Pt 1.026 -0.896 2.767
C -0.767 -2.053 -1.024
C 0.179 -0.972 -0.410
C -0.516 0.290 -0.047
O 0.915 -1.338 0.668
H -0.355 -3.047 -1.200
H -1.431 -1.740 -1.830
H -1.532 -2.214 -0.264
H 0.916 -0.846 -1.203
H -1.008 0.832 -0.854
H 0.217 1.035 0.262
H -1.279 0.161 0.721
C -1.359 -3.084 3.323
C -1.096 -2.281 4.586
C -0.976 -3.111 5.892
O -0.032 -1.325 4.553
H -0.459 -3.622 3.023
H -1.646 -2.502 2.447
H -2.191 -3.785 3.396
H -1.971 -1.671 4.809
H -0.973 -2.626 6.868
H -0.006 -3.603 5.954
H -1.787 -3.839 5.904
C 4.243 -0.177 2.174
O 3.113 -0.213 2.606
N 4.687 0.409 1.123
C 6.046 0.076 0.544
C 3.933 1.404 0.398
H 4.985 -0.918 2.510
H 6.508 -0.811 0.977
H 6.759 0.900 0.565
H 5.966 -0.156 -0.518
H 3.018 1.671 0.927
H 4.638 2.215 0.218
H 3.659 0.968 -0.563
C -4.546 -1.457 -6.027
O -5.538 -1.002 -6.590
N -3.330 -0.825 -5.977
C -3.111 0.616 -6.456
C -2.188 -1.586 -5.515
H -4.550 -2.512 -5.712
H -2.373 0.696 -7.255
H -2.699 1.189 -5.626
H -3.966 1.131 -6.894
H -1.351 -0.901 -5.385
H -2.245 -2.118 -4.565
H -1.928 -2.282 -6.313
C -1.645 4.599 0.386
O -1.655 3.432 0.098
N -0.542 5.304 0.709
C -0.584 6.507 1.397
C 0.800 4.725 0.355
H -2.505 5.265 0.557
H 0.001 7.369 1.075
H -0.121 6.283 2.358
H -1.609 6.592 1.758
H 1.057 5.205 -0.589
H 1.647 4.663 1.039
H 0.496 3.696 0.160
C -0.941 -6.774 -1.391
O 0.058 -7.054 -2.069
N -1.727 -7.622 -0.677
C -2.844 -7.176 0.172
C -1.679 -9.141 -0.871
H -1.237 -5.719 -1.288
H -2.621 -6.219 0.644
H -2.941 -8.011 0.866
H -3.837 -7.131 -0.274
H -1.427 -9.534 0.114
H -2.556 -9.622 -1.305
H -0.812 -9.480 -1.437
C 0.245 2.417 3.274
O 0.554 1.265 2.853
N 1.082 3.198 4.024
C 0.604 4.493 4.353
C 2.412 2.831 4.544
H -0.652 2.914 2.874
H 0.700 4.427 5.437
H -0.460 4.604 4.144
H 1.227 5.294 3.955
H 2.415 1.777 4.820
H 3.086 2.817 3.687
H 2.860 3.386 5.368
C 2.051 2.795 -2.401
O 2.644 3.753 -1.778
N 0.977 2.964 -3.185
C 0.133 1.834 -3.580
C 0.613 4.374 -3.491
H 2.294 1.769 -2.084
H 0.645 0.881 -3.445
H -0.423 2.055 -4.491
H -0.701 1.694 -2.892
H 1.364 5.158 -3.591
H 0.041 4.301 -4.416
H -0.086 4.767 -2.753
*
```

The highest occupied orbital energy (spin up / spin down) comes out at -7.28 / -7.13 eV. The energy relative to the best compared isomer or geometry (same formula, charge and spin) comes out at 278.8 kJ/mol. Its lowest unoccupied orbital energy (spin up / spin down) is 0.35 / 0.27 eV.

---

No. 2
The following is a quantum chemistry calculation of a molecular structure, C19H23N5O2Pd, from the OMol25 dataset.

Geometry as ORCA input:
```
! RIJCOSX wB97M-V def2-TZVPD def2/J DEFGRID3
* xyz 4 5
N -0.922 4.770 -1.674
C -0.395 5.487 -0.920
C 0.275 6.360 0.043
H -0.430 7.091 0.471
H 1.098 6.907 -0.440
H 0.685 5.756 0.864
N 3.756 -2.356 0.942
C 4.240 -2.715 -0.056
C 4.884 -3.192 -1.274
H 4.929 -2.377 -2.017
H 4.315 -4.040 -1.691
H 5.909 -3.527 -1.034
N -5.028 -0.913 -1.661
C -5.305 -1.737 -0.883
C -5.715 -2.763 0.052
H -4.835 -3.171 0.563
H -6.231 -3.563 -0.495
H -6.395 -2.325 0.793
Pd -0.052 -0.150 -1.432
C -0.787 -0.556 0.592
O -0.649 -1.696 1.007
C 1.462 1.360 0.710
O 1.542 2.000 1.662
C 0.870 1.052 -2.789
C -0.519 1.144 -2.934
C -1.274 -0.028 -3.063
C -0.639 -1.267 -3.068
C 0.737 -1.368 -2.846
C 1.496 -0.195 -2.759
H 1.434 1.946 -2.555
H -1.003 2.098 -2.769
H -2.354 0.010 -3.043
H -1.245 -2.177 -3.155
H 1.195 -2.336 -2.649
H 2.559 -0.253 -2.529
C -1.570 1.182 4.907
C -1.807 1.133 3.452
C -2.649 1.819 2.544
C -2.371 1.327 1.261
N -1.295 0.476 1.382
N -1.060 0.311 2.725
C -2.975 1.542 -0.051
H -1.512 2.230 5.220
H -2.378 0.689 5.461
H -0.622 0.684 5.142
H -3.400 2.551 2.773
H -0.322 -0.326 3.026
H -3.696 0.744 -0.305
H -3.540 2.488 -0.048
H -2.231 1.579 -0.864
*
```

The highest occupied orbital energy (spin up / spin down) comes out at -20.56 / -20.52 eV. Its lowest unoccupied orbital energy (spin up / spin down) is -13.24 / -18.99 eV.

---

No. 3
The following is a quantum chemistry calculation of C22H23N3O3S2 in the gas phase, from the OMol25 dataset.

Geometry as ORCA input:
```
! RIJCOSX wB97M-V def2-TZVPD def2/J DEFGRID3
* xyz 0 1
C 2.161 4.787 -0.625
C 1.063 4.064 -0.522
C 0.866 2.738 -1.193
N 0.462 1.718 -0.238
C 1.367 1.166 0.599
N 1.082 0.306 1.531
C -0.195 -0.104 1.581
C -1.201 0.305 0.719
C -2.444 -0.346 0.992
C -2.338 -1.196 2.049
S -0.750 -1.266 2.736
H -3.105 -1.818 2.464
C -3.686 -0.162 0.235
C -4.885 0.068 0.902
C -6.059 0.230 0.190
C -6.048 0.155 -1.193
C -4.859 -0.086 -1.861
C -3.682 -0.245 -1.154
H -2.757 -0.438 -1.674
H -4.848 -0.147 -2.939
H -6.965 0.285 -1.749
H -6.984 0.418 0.715
H -4.888 0.139 1.980
C -0.898 1.323 -0.255
O -1.666 1.849 -1.031
S 3.039 1.652 0.432
C 3.876 0.275 1.285
H 4.921 0.576 1.333
H 3.446 0.167 2.277
C 3.726 -0.965 0.414
O 4.398 -1.135 -0.581
N 2.802 -1.843 0.861
H 2.172 -1.526 1.586
C 2.305 -2.880 -0.012
H 2.157 -3.802 0.554
H 3.068 -3.035 -0.778
C 0.970 -2.452 -0.667
C 0.665 -3.276 -1.921
H -0.407 -3.260 -2.114
C 1.423 -2.509 -3.011
H 2.397 -2.956 -3.197
C 1.588 -1.096 -2.420
H 1.049 -0.333 -2.987
O 1.022 -1.114 -1.115
H 2.646 -0.814 -2.358
H 0.870 -2.488 -3.948
H 0.992 -4.308 -1.823
H 0.171 -2.498 0.080
H 0.043 2.810 -1.914
H 1.780 2.416 -1.699
H 0.218 4.406 0.059
H 2.256 5.744 -0.143
H 3.008 4.451 -1.199
*
```

The highest occupied orbital energy comes out at -8.07 eV. The energy relative to the best compared isomer or geometry (same formula, charge and spin) comes out at 0.0 kJ/mol. Its lowest unoccupied orbital energy is 0.48 eV. The structure (SMILES) is C=CCn1c(SCC(=O)NC[C@@H]2CCCO2)nc2scc(-c3ccccc3)c2c1=O.

---

Maximum force: 4.21 10.20 0.82 (eV Å⁻¹)
E_tot: -54355.5499 -35046.4916 -55471.4606 (eV)